Version one
C5H11O3 | wB97M-V/def2-TZVPD

The net charge is -1. Its LUMO energy is 3.87 eV. The calculation puts the frontier orbital gap at 0.2397 Eh.

```
19
Properties=species:S:1:pos:R:3:nbo_charge:R:1
O -1.44977 2.60168 -0.20338 -0.802
O -0.77524 -1.46214 -1.42662 -0.760
O 2.64560 1.13890 -0.81713 -0.956
C -0.88342 0.54452 0.81277 -0.570
C 0.26692 -1.95890 -0.62017 -0.056
C 0.09030 -0.42256 1.42099 -0.392
C -0.04936 -1.87962 0.85552 -0.429
C -0.60124 1.79399 0.30729 0.250
H -1.12393 -0.63161 -1.06209 0.501
H 1.17572 -1.37476 -0.85015 0.137
H 0.43072 2.21082 0.27205 0.064
H -0.05726 -0.48439 2.50658 0.170
H 0.49301 -2.58390 1.49694 0.186
H 1.13490 -0.17556 1.21237 0.168
H 2.13430 1.94551 -1.02611 0.475
H 0.46607 -2.95844 -0.98617 0.162
H -1.92810 0.24341 0.83769 0.183
H 1.95944 0.58754 -0.41521 0.475
H -1.12079 -2.10519 0.96850 0.195
```

---

Version two
C5H11O3 | wB97M-V/def2-TZVPD

The net charge is -1. Its LUMO energy is 4.15 eV. The calculation puts the frontier orbital gap at 0.3210 Eh.

```
19
Properties=species:S:1:pos:R:3:nbo_charge:R:1
O -1.38632 0.18149 -1.81694 -0.786
O 0.92382 1.42460 -1.09295 -0.812
O 1.67451 -0.08309 0.43323 -0.777
C 1.80812 0.87626 -0.36574 0.772
C -1.46244 -0.80834 -0.80559 -0.052
C 3.25001 1.35635 -0.54481 -0.728
C -1.79956 -0.22604 0.55768 -0.427
C -1.64595 -1.25789 1.65786 -0.606
H -2.25296 -1.51556 -1.09395 0.137
H -1.96157 -0.89160 2.64599 0.190
H -2.29302 -2.12071 1.42715 0.175
H -0.50373 -1.34042 -0.74191 0.174
H 3.81127 0.80620 -1.30671 0.203
H 3.25671 2.41901 -0.81439 0.194
H -0.62058 -1.62037 1.72422 0.224
H -2.81950 0.18408 0.55870 0.173
H 3.73882 1.23631 0.42320 0.201
H -0.61552 0.77812 -1.57624 0.516
H -1.10209 0.60161 0.73121 0.228
```

---

Version three
C5H11O3 | wB97M-V/def2-TZVPD

The net charge is -1. Its LUMO energy is 4.03 eV. The calculation puts the frontier orbital gap at 0.3133 Eh.

```
19
Properties=species:S:1:pos:R:3:nbo_charge:R:1
O -1.00511 1.05445 0.98965 -0.781
O 0.65569 -0.63936 -2.14544 -0.771
O -1.16288 -0.89503 -0.85314 -0.810
C -0.51076 -1.00199 -1.93280 0.769
C 0.27681 1.25635 1.58523 0.098
C 1.36156 0.98713 0.58530 -0.645
C -1.26914 -1.65925 -3.09067 -0.730
C 0.40881 0.33776 2.81750 -0.638
H 2.37007 1.18261 0.96558 0.180
H 0.51903 0.85337 3.74312 0.184
H -0.89742 0.46835 0.20263 0.515
H -0.70250 -2.47022 -3.55058 0.198
H 1.23818 1.60193 -0.30719 0.219
H 1.32319 -0.24635 2.70482 0.195
H -2.26608 -1.96505 -2.79385 0.199
H -1.40287 -0.94681 -3.90261 0.199
H -0.50924 -0.20071 2.92609 0.229
H 0.26554 2.32617 1.82739 0.141
H 1.30714 -0.04336 0.22899 0.248
```

---

Version four
C5H11O3 | wB97M-V/def2-TZVPD

The net charge is -1. Its LUMO energy is 3.88 eV. The calculation puts the frontier orbital gap at 0.2932 Eh.

```
19
Properties=species:S:1:pos:R:3:nbo_charge:R:1
O 0.41583 -0.24728 1.83220 -0.790
O 1.91994 -0.61723 0.11346 -0.791
O -1.19959 0.36281 -2.62803 -0.752
C -1.84443 0.79139 -1.44589 0.110
C 1.43803 -0.70050 1.26635 0.769
C 2.38793 -1.45586 2.23653 -0.740
C -1.28249 2.12980 -0.90612 -0.656
C -1.67318 -0.27143 -0.32437 -0.644
H -2.90494 0.83998 -1.81881 0.145
H -2.14826 0.13693 0.54718 0.205
H -0.65822 2.63265 -1.64379 0.213
H 1.91534 -2.10842 2.97677 0.189
H 3.19784 -1.90694 1.70444 0.192
H -0.72495 2.00283 0.04118 0.237
H -0.43917 -0.19008 -2.42699 0.477
H -0.60418 -0.36179 -0.12487 0.270
H 2.94553 -0.71916 2.86734 0.189
H -2.07983 2.75485 -0.51487 0.192
H -2.10716 -1.23273 -0.60761 0.185
```

---

Of them, the most stable is version two and the least stable is version one.

---

Version one
C5H11O3 | wB97M-V/def2-TZVPD

The net charge is -1. Its LUMO energy is 3.80 eV. The calculation puts the frontier orbital gap at 0.2977 Eh.

```
19
Properties=species:S:1:pos:R:3:nbo_charge:R:1
O -2.12111 -0.46551 -0.12256 -0.822
O -2.42896 -2.64195 -0.48849 -0.724
O 0.25905 -0.39048 1.42932 -0.796
C 0.66672 1.91966 1.44219 -0.637
C -2.10566 -1.54074 -0.75122 0.770
C 0.84381 0.66606 0.69833 0.051
C 2.28930 0.27653 0.56868 -0.627
C -1.74709 -1.26220 -2.23024 -0.747
H -0.03752 1.79976 2.33539 0.232
H 2.96847 1.09151 0.81976 0.183
H 1.65321 2.24864 1.90966 0.186
H 0.35913 0.56811 -0.35632 0.188
H -1.67142 -0.12138 -2.44216 0.186
H 2.45720 -0.58230 1.28008 0.228
H -0.80264 -1.73842 -2.59273 0.189
H 2.46792 -0.14522 -0.43440 0.203
H -2.56011 -1.63701 -2.81425 0.195
H 0.12468 2.67158 0.81579 0.215
H -0.61498 -0.71662 0.93317 0.528
```

---

Version two
C5H11O3 | wB97M-V/def2-TZVPD

The net charge is -1. Its LUMO energy is 3.77 eV. The calculation puts the frontier orbital gap at 0.2994 Eh.

```
19
Properties=species:S:1:pos:R:3:nbo_charge:R:1
O -3.02174 -1.29045 -0.87486 -0.761
O 1.65598 0.13495 -0.78853 -0.789
O -0.82887 -0.83828 -0.77248 -0.821
C 1.28108 1.49861 1.09963 -0.644
C 2.42834 -0.80521 1.30800 -0.635
C 2.26414 0.45226 0.42728 0.121
C -2.35216 0.90476 -0.16339 -0.738
C -2.04273 -0.53428 -0.68394 0.780
H 0.79096 -0.36368 -0.74100 0.529
H 3.03918 -1.55142 0.79230 0.204
H 1.43263 -1.22576 1.48208 0.218
H 3.24990 0.86868 0.18414 0.147
H -1.97695 1.01740 0.86017 0.198
H -1.99908 1.71544 -0.80712 0.198
H -3.42460 1.09139 -0.02143 0.193
H 1.77937 2.42862 1.41638 0.183
H 0.74011 0.97053 1.88951 0.200
H 0.59140 1.86985 0.36004 0.232
H 2.87489 -0.53349 2.25205 0.185
```

---

Of them, the most stable is version two and the least stable is version one.

---

Version one
C5H11O3 | wB97M-V/def2-TZVPD

The net charge is -1. Its LUMO energy is 3.95 eV. The calculation puts the frontier orbital gap at 0.2457 Eh.

```
19
Properties=species:S:1:pos:R:3:nbo_charge:R:1
O -0.66618 0.76544 3.02085 -1.001
O -1.55063 1.34921 -1.52421 -0.770
O 1.79370 0.58960 1.80519 -0.875
C 0.49908 -1.06692 -0.34100 -0.421
C -0.76844 -1.01770 -1.26710 -0.428
C 2.11465 0.69408 0.55232 0.219
C -1.86367 0.00768 -0.96867 -0.075
C 1.51191 0.02661 -0.46925 -0.498
H 2.92788 1.39406 0.44620 0.106
H -0.02958 0.77986 3.74734 0.455
H 1.10836 -1.94653 -0.74070 0.176
H 1.94473 0.08566 -1.47805 0.165
H 0.19638 -1.24686 0.70653 0.220
H -0.50561 -0.83597 -2.30582 0.198
H -1.91939 0.29007 0.10238 0.182
H -0.81418 1.73911 -0.99890 0.482
H 0.04457 0.70502 2.32850 0.510
H -1.13851 -2.07567 -1.31849 0.186
H -2.88507 -0.23677 -1.29711 0.167
```

---

Version two
C5H11O3 | wB97M-V/def2-TZVPD

The net charge is -1. Its LUMO energy is 3.78 eV. The calculation puts the frontier orbital gap at 0.3006 Eh.

```
19
Properties=species:S:1:pos:R:3:nbo_charge:R:1
O 0.02072 -1.63529 -0.40914 -0.814
O 2.24198 2.43752 0.86453 -0.765
O 0.83357 0.85333 0.16953 -0.802
C -2.32499 -2.15815 -0.65928 -0.631
C 1.33498 1.61023 0.99060 0.795
C -1.02512 -1.77288 -1.46118 0.081
C -1.47091 -0.46990 -1.96640 -0.642
C 0.95240 1.52314 2.50005 -0.761
H -1.31008 0.04387 -0.89484 0.264
H -2.15855 -0.35418 -2.61535 0.186
H -2.31226 -3.25202 -0.83298 0.182
H -0.85350 -2.67415 -2.01613 0.160
H 1.42797 2.53266 2.79363 0.222
H 0.29016 -0.58059 -0.25005 0.532
H 1.39476 0.61814 2.93030 0.204
H -2.19561 -1.86687 0.38856 0.234
H -3.27411 -1.87988 -1.21570 0.182
H -0.46631 0.14807 -2.40714 0.188
H -0.11080 1.62581 2.69755 0.186
```

---

Of them, the most stable is version one and the least stable is version two.

---

Version one
C2H7NS2 | wB97M-V/def2-TZVPD

Its LUMO energy is 0.58 eV. Its SMILES is C=N.CSS. The calculation puts the frontier orbital gap at 0.3601 Eh.

```
12
Properties=species:S:1:pos:R:3:nbo_charge:R:1
S -1.57534 -0.11346 2.27687 -0.144
S -2.94953 -0.89793 0.99683 0.055
N 5.99457 1.90156 -2.71041 -0.589
C -1.88998 -1.59335 -0.40807 -0.700
C 5.38057 1.95990 -3.79771 -0.033
H -2.54564 -1.58455 -1.27089 0.224
H 5.83348 1.60871 -4.73396 0.147
H 4.34317 2.23716 -4.05678 0.139
H -1.60955 -2.59549 -0.09402 0.217
H 5.44612 2.18590 -1.90680 0.336
H -1.02516 -0.95115 -0.48378 0.227
H -1.33918 -1.06944 3.20327 0.121
```

---

Version two
C2H7NS2 | wB97M-V/def2-TZVPD

Its LUMO energy is 0.39 eV. Its SMILES is NCCSS. The calculation puts the frontier orbital gap at 0.3435 Eh.

```
12
Properties=species:S:1:pos:R:3:nbo_charge:R:1
S 0.07194 0.66783 0.26783 0.116
S -1.15556 1.80849 -0.99699 -0.153
N 0.08022 -2.46269 1.11950 -0.876
C 1.24646 -1.62906 0.69217 -0.219
C 0.95105 -0.65521 -0.43956 -0.591
H 0.59018 -1.22771 -1.21012 0.242
H 1.92719 -0.11127 -0.69441 0.220
H 2.01402 -2.40904 0.35876 0.205
H -2.47350 1.49432 -0.87891 0.128
H -0.70984 -1.97454 1.64858 0.383
H 0.44438 -3.30612 1.51770 0.370
H 1.79880 -1.14225 1.57283 0.175
```

---

Version three
C2H7NS2 | wB97M-V/def2-TZVPD

Its LUMO energy is -0.47 eV. Its SMILES is CNSSC. The calculation puts the frontier orbital gap at 0.2981 Eh.

```
12
Properties=species:S:1:pos:R:3:nbo_charge:R:1
S -0.63584 1.46223 0.89683 -0.093
S 0.04867 -0.92019 1.35391 0.339
N 1.51150 -0.98570 0.61086 -0.754
C -2.31998 1.14972 0.17865 -0.740
C 1.69368 -0.87223 -0.80447 -0.429
H 2.11875 -0.30174 1.05578 0.377
H 2.75914 -1.26974 -1.01215 0.204
H 1.53595 0.11033 -1.15508 0.202
H 1.09169 -1.64742 -1.43009 0.210
H -2.71578 0.46180 0.93339 0.225
H -2.90594 2.11193 0.24856 0.232
H -2.18184 0.70100 -0.87619 0.226
```

---

Version four
C2H7NS2 | wB97M-V/def2-TZVPD

Its LUMO energy is 0.73 eV. Its SMILES is C[C@@H](S)NS. The calculation puts the frontier orbital gap at 0.3507 Eh.

```
12
Properties=species:S:1:pos:R:3:nbo_charge:R:1
S -2.62225 0.03930 0.17350 0.175
S 0.46026 -2.30240 0.14804 -0.139
N -0.96031 0.01756 0.54981 -0.795
C 1.08844 0.49046 -0.45752 -0.621
C -0.06715 -0.52063 -0.33856 -0.100
H 0.90539 1.34396 -1.14132 0.219
H 1.36420 0.83082 0.52219 0.209
H 1.86048 -0.19109 -0.80428 0.216
H -0.62644 -0.56934 -1.24934 0.219
H -2.37670 1.19801 -0.39151 0.097
H 0.13519 -2.25126 1.49114 0.128
H -0.81180 0.00928 1.58604 0.392
```

---

Of them, the most stable is version two and the least stable is version three.